Entry 1:
# C4H6N2

One molecule with the formula C4H6N2 (ωB97M-V/def2-TZVPD, the OMol25 dataset).

Results
DFT total energy = -7224.07193 eV
Net charge = 0
Kohn-Sham gap = 11.2 eV
HOMO level = -10.268 eV
SMILES = N#CC[C@H]1CN1
Relative energy (zero: lowest compared OMol25 entry of this formula, charge and spin) = 146.6 kJ/mol
E_LUMO = 0.8906 eV

Atoms and positions in Å:
N1 -2.862 -0.687 -1.218
C1 -2.015 -0.057 -0.742
C2 -0.942 0.733 -0.127
C3 0.130 -0.143 0.492
C4 1.317 -0.563 -0.283
N2 1.411 0.514 0.700
H1 -0.489 1.377 -0.889
H2 -1.385 1.390 0.630
H3 -0.227 -0.831 1.257
H4 1.426 -0.248 -1.319
H5 1.760 -1.529 -0.052
H6 1.852 0.189 1.556

***

Entry 2:
# C43H50AlBrN8O2P

C43H50AlBrN8O2P as an isolated structure (ωB97M-V/def2-TZVPD, the OMol25 dataset).

Results
DFT total energy = -147348.21555 eV
Net charge = -1
Kohn-Sham gap = 5.8 eV
HOMO level = -3.802 eV
Relative energy (zero: lowest compared OMol25 entry of this formula, charge and spin) = 0.0 kJ/mol
E_LUMO = 2.0227 eV

Atoms and positions in Å:
C1 4.559 -0.767 3.669
O1 3.208 -0.852 3.306
C2 2.825 -2.155 2.829
Al1 1.078 -2.094 1.820
Br1 1.044 0.011 0.613
P1 -0.626 -2.062 3.484
C3 -1.365 -0.364 3.500
O2 -1.855 -3.052 2.863
H1 5.209 -1.159 2.877
H2 4.808 0.285 3.818
H3 4.760 -1.316 4.601
H4 3.652 -2.590 2.250
H5 2.666 -2.808 3.703
H6 0.920 -3.313 0.794
H7 -0.610 0.370 3.217
H8 -2.212 -0.321 2.812
H9 -1.743 -0.162 4.505
H10 -2.081 -3.642 3.588
N1 2.959 -2.677 -3.089
C4 2.427 -1.709 -2.343
C5 1.562 -0.744 -2.841
C6 1.221 -0.792 -4.183
C7 1.759 -1.802 -4.969
C8 2.618 -2.713 -4.376
H11 2.699 -1.704 -1.293
H12 1.166 0.018 -2.183
H13 0.558 -0.055 -4.618
H14 1.520 -1.877 -6.022
H15 3.060 -3.515 -4.960
N2 -3.222 -4.949 5.241
C9 -2.711 -6.141 4.944
C10 -3.481 -7.282 4.774
C11 -4.854 -7.180 4.922
C12 -5.399 -5.944 5.231
C13 -4.542 -4.863 5.377
H16 -1.632 -6.177 4.833
H17 -3.011 -8.224 4.527
H18 -5.489 -8.047 4.794
H19 -6.466 -5.815 5.352
H20 -4.929 -3.878 5.613
N3 -6.305 1.457 0.688
C14 -6.631 1.827 1.924
C15 -6.275 1.122 3.064
C16 -5.537 -0.041 2.906
C17 -5.185 -0.443 1.629
C18 -5.590 0.341 0.558
H21 -7.204 2.746 2.005
H22 -6.569 1.481 4.041
H23 -5.232 -0.625 3.766
H24 -4.602 -1.340 1.466
H25 -5.328 0.062 -0.456
N4 -0.739 1.068 -6.132
C19 -2.068 1.006 -6.114
C20 -2.881 1.878 -6.822
C21 -2.280 2.869 -7.583
C22 -0.897 2.946 -7.604
C23 -0.174 2.022 -6.865
H26 -2.497 0.223 -5.499
H27 -3.957 1.784 -6.771
H28 -2.880 3.573 -8.145
H29 -0.384 3.707 -8.176
H30 0.910 2.051 -6.847
N5 -7.752 2.946 5.574
C24 -7.669 2.956 6.902
C25 -8.775 3.013 7.738
C26 -10.034 3.063 7.164
C27 -10.135 3.054 5.782
C28 -8.968 2.993 5.036
H31 -6.667 2.917 7.313
H32 -8.646 3.016 8.812
H33 -10.922 3.107 7.782
H34 -11.097 3.090 5.289
H35 -9.006 2.975 3.952
N6 5.636 1.263 0.909
C29 4.312 1.404 0.831
C30 3.693 2.263 -0.073
C31 4.488 2.996 -0.936
C32 5.867 2.855 -0.865
C33 6.386 1.982 0.075
H36 3.721 0.803 1.515
H37 2.615 2.334 -0.099
H38 4.045 3.673 -1.657
H39 6.525 3.412 -1.519
H40 7.459 1.843 0.167
N7 2.585 3.962 -5.338
C34 3.231 4.928 -5.985
C35 4.611 4.984 -6.105
C36 5.363 3.983 -5.511
C37 4.708 2.978 -4.820
C38 3.320 3.009 -4.765
H41 2.608 5.696 -6.433
H42 5.080 5.792 -6.650
H43 6.443 3.988 -5.582
H44 5.259 2.185 -4.332
H45 2.772 2.235 -4.237
N8 7.660 -2.469 -3.584
C39 8.656 -2.134 -2.767
C40 8.470 -1.517 -1.541
C41 7.176 -1.229 -1.134
C42 6.127 -1.574 -1.970
C43 6.420 -2.190 -3.179
H46 9.656 -2.374 -3.118
H47 9.321 -1.268 -0.920
H48 6.986 -0.745 -0.184
H49 5.101 -1.374 -1.696
H50 5.622 -2.479 -3.852

***

Q: What is the E_LUMO in the second record?
A: 2.0227 eV

***

Q: Look up the DFT total energy of the first one.
A: -7224.07193 eV